Record 1
Below is a cluster of 9 separate species, C11H15Cl25 in total at a distorted geometry, with properties calculated with ωB97M-V/def2-TZVPD.

As for the lowest unoccupied orbital energy: -0.1 eV. Its HOMO energy is -10.8 eV. For the energy above the lowest of the compared OMol25 structures with the same formula, charge and spin, the calculation gives 17.9 kcal per mole. The structure (SMILES) is ClC(Cl)Cl.ClC(Cl)Cl.ClC(Cl)Cl.ClC(Cl)Cl.ClC(Cl)Cl.ClC(Cl)Cl.ClC(Cl)Cl.ClCCCl.ClCCCl.

ORCA input file:
```
! RIJCOSX wB97M-V def2-TZVPD def2/J DEFGRID3
* xyz 0 1
Cl 5.502 -0.229 -6.628
C 4.395 1.156 -6.505
Cl 3.815 1.542 -8.178
Cl 5.203 2.552 -5.830
H 3.523 1.023 -5.864
Cl 7.632 3.948 7.397
C 5.973 3.897 7.067
Cl 5.692 3.363 5.363
Cl 5.114 5.497 7.417
H 5.614 3.109 7.730
Cl -4.469 -5.914 1.152
C -4.588 -4.412 2.090
Cl -3.520 -4.585 3.477
Cl -6.293 -4.096 2.637
H -4.360 -3.549 1.464
Cl -0.761 -10.024 -3.531
C 1.022 -9.868 -3.309
Cl 1.837 -9.707 -4.884
Cl 1.761 -11.137 -2.289
H 1.219 -8.917 -2.816
Cl 7.871 -1.335 -0.113
C 8.936 -2.466 0.764
Cl 8.143 -2.916 2.222
Cl 10.521 -1.657 1.182
H 9.046 -3.344 0.128
Cl 3.951 8.589 0.073
C 2.206 9.110 -0.071
Cl 1.861 10.536 1.040
Cl 1.123 7.757 0.358
H 2.052 9.476 -1.086
Cl -4.367 3.049 7.793
C -3.744 3.135 6.161
Cl -5.030 2.655 5.115
Cl -2.234 2.201 5.977
H -3.470 4.190 6.128
Cl -11.647 -0.435 -4.477
C -9.966 0.045 -4.446
C -9.140 -0.525 -3.314
Cl -8.901 -2.277 -3.358
H -9.894 1.133 -4.456
H -9.492 -0.280 -5.372
H -9.607 -0.345 -2.345
H -8.206 0.012 -3.150
Cl -0.986 0.118 -1.168
C 0.401 0.738 -0.353
C 1.117 -0.489 0.318
Cl 1.425 -1.869 -0.792
H 0.126 1.411 0.459
H 1.064 1.177 -1.098
H 0.490 -0.874 1.122
H 2.040 -0.170 0.801
*
```

***

Record 2
Below is a structure of composition C6H8O2 at a distorted geometry, with properties calculated with ωB97M-V/def2-TZVPD.

As for the lowest unoccupied orbital energy: 0.0 eV. Its HOMO energy is -9.3 eV. For the energy above the lowest of the compared OMol25 structures with the same formula, charge and spin, the calculation gives 151.5 kcal per mole.

ORCA input file:
```
! RIJCOSX wB97M-V def2-TZVPD def2/J DEFGRID3
* xyz 0 1
C -0.730 -0.606 -0.084
C 0.254 -0.537 0.926
C 1.293 -0.779 -0.136
C 0.201 0.099 -1.094
C 0.321 1.374 -0.485
C -0.014 0.995 1.008
H -2.829 -0.949 -0.649
H -0.985 -1.828 -0.244
H 0.300 -1.081 1.869
H 2.285 -0.216 -0.291
H 1.698 -1.840 -0.625
H 0.269 0.355 -2.228
H 0.563 1.620 1.729
H -1.324 1.008 1.224
O -2.108 -0.053 -0.036
O 0.807 2.438 -0.882
*
```

***

Record 3
Below is a structure of composition C8H13N2S at a distorted geometry, with properties calculated with ωB97M-V/def2-TZVPD.

As for the lowest unoccupied orbital energy: -3.0 eV. Its HOMO energy is -12.3 eV. For the energy above the lowest of the compared OMol25 structures with the same formula, charge and spin, the calculation gives 30.3 kcal per mole.

ORCA input file:
```
! RIJCOSX wB97M-V def2-TZVPD def2/J DEFGRID3
* xyz 1 1
C -2.796 -0.644 1.873
C -1.631 -1.332 1.322
C -3.051 0.516 1.225
C -1.160 -0.580 0.360
C 1.654 0.976 -0.059
C 2.578 2.136 -0.549
C -0.115 -1.623 -2.019
C 0.444 -1.072 -0.771
N 1.369 0.808 1.238
N 1.154 0.203 -1.004
S -1.966 0.900 -0.026
H -3.365 -1.153 2.624
H -1.417 -2.324 1.636
H -3.992 1.025 1.460
H 2.238 3.045 0.023
H 2.518 2.356 -1.589
H 3.574 1.832 -0.038
H -0.540 -0.748 -2.559
H -0.944 -2.341 -1.806
H 0.653 -2.083 -2.689
H 0.956 -1.831 -0.264
H 1.638 1.511 1.957
H 0.859 -0.073 1.606
H 1.341 0.496 -1.947
*
```

***

Record 4
Below is a cluster of 2 separate species, C8H16N2 in total, with properties calculated with ωB97M-V/def2-TZVPD.

As for the lowest unoccupied orbital energy: 0.9 eV. Its HOMO energy is -8.8 eV. For the energy above the lowest of the compared OMol25 structures with the same formula, charge and spin, the calculation gives 8.8 kcal per mole. The structure (SMILES) is Cc1c[nH]cn1.CC(C)C.

ORCA input file:
```
! RIJCOSX wB97M-V def2-TZVPD def2/J DEFGRID3
* xyz 0 1
C 1.984 -0.596 1.653
C 2.248 0.229 0.436
C 3.063 1.288 0.207
N 3.067 1.516 -1.156
C 2.174 0.617 -1.675
N 1.701 -0.175 -0.771
H 1.222 -0.162 2.301
H 2.860 -0.589 2.299
H 1.707 -1.599 1.339
H 3.718 1.844 0.862
H 3.156 2.466 -1.486
H 1.954 0.574 -2.734
C -2.181 -1.771 -0.463
C -1.641 -0.405 -0.061
C -2.070 0.627 -1.128
C -2.152 0.009 1.323
H -1.725 -2.059 -1.414
H -3.260 -1.781 -0.611
H -1.940 -2.599 0.207
H -0.562 -0.496 0.037
H -3.038 0.362 -1.546
H -2.184 1.596 -0.655
H -1.317 0.656 -1.912
H -1.567 -0.460 2.117
H -1.988 1.082 1.445
H -3.228 -0.175 1.386
*
```